Molecular formula: H3N2P
Method: DFT, ωB97M-V with the def2-TZVPD basis set

The geometry in XYZ format:
```
6
Properties=species:S:1:pos:R:3:forces:R:3:lowdin_charge:R:1
N 0.787 1.007 -0.211 1.49 2.70 -0.14 -0.3370
P 0.409 -0.472 0.031 -0.62 -0.82 0.27 0.6236
N -0.690 0.665 -0.418 -1.19 0.53 -0.33 -0.2807
H 0.543 -1.274 -1.069 0.17 -1.41 0.11 -0.0168
H 0.172 -0.982 1.304 0.09 -0.81 -0.05 -0.0222
H -1.221 1.058 0.363 0.06 -0.20 0.13 0.0330
```
Positions in Å, forces in eV/Å.

Computed properties:
SMILES = N1=[PH2]N1
Frontier orbital gap = 8.476 eV
HOMO energy = -8.26 eV
Net charge = 0
Energy above the lowest of the compared OMol25 structures with the same formula, charge and spin = 97.2 kcal per mole


Molecular formula: H3N3O
Method: DFT, ωB97M-V with the def2-TZVPD basis set

The geometry in XYZ format:
```
7
Properties=species:S:1:pos:R:3:forces:R:3:lowdin_charge:R:1
H 1.104 1.930 0.512 0.20 -0.48 -0.25 0.0835
N 0.301 1.337 0.311 -1.17 0.28 0.14 0.1294
N 0.658 0.325 -0.310 5.03 0.13 0.10 -0.4667
N -0.277 -0.553 -0.678 -0.71 -0.40 -0.41 0.1320
O 1.943 0.054 -0.602 -3.88 0.20 0.32 -0.1118
H -1.125 -0.496 -0.129 0.22 0.06 -0.09 0.1157
H 0.065 -1.456 -0.969 0.31 0.21 0.19 0.1178
```
Positions in Å, forces in eV/Å.

Computed properties:
SMILES = [H]/N=[N+](/N)[O-]
Frontier orbital gap = 10.749 eV
HOMO energy = -10.03 eV
Net charge = 0
Energy above the lowest of the compared OMol25 structures with the same formula, charge and spin = 52.0 kcal per mole


Molecular formula: H3N3O2
Method: DFT, ωB97M-V with the def2-TZVPD basis set

The geometry in XYZ format:
```
8
Properties=species:S:1:pos:R:3:forces:R:3:lowdin_charge:R:1
H -0.617 1.897 -1.367 -0.58 -0.13 1.27 0.0894
N -0.983 1.917 -0.369 -0.31 -1.03 -0.82 0.1109
N -1.680 0.881 -0.192 1.73 3.24 -1.57 -0.0483
N -1.997 -0.111 0.292 -1.10 -0.94 1.07 -0.1430
O -3.016 -0.754 0.487 -0.42 -0.47 0.15 -0.0083
O -0.039 -1.533 -0.178 2.91 -0.83 0.88 -0.0954
H -0.813 -1.693 0.359 0.08 -0.46 0.38 -0.0032
H 0.779 -1.808 0.374 -2.29 0.61 -1.34 0.0978
```
Positions in Å, forces in eV/Å.

Computed properties:
SMILES = [H]/N=N/N=O.O
Frontier orbital gap (spin up / spin down) = 9.198 / 9.200 eV
HOMO energy (spin up / spin down) = -9.54 / -9.54 eV
Net charge = 0
Energy above the lowest of the compared OMol25 structures with the same formula, charge and spin = 33.7 kcal per mole


Molecular formula: H3N3O2P
Method: DFT, ωB97M-V with the def2-TZVPD basis set

The geometry in XYZ format:
```
9
Properties=species:S:1:pos:R:3:forces:R:3:lowdin_charge:R:1
N 0.017 -0.182 -1.926 -0.24 -0.04 0.47 -0.2573
N -1.096 -0.204 -1.407 1.14 0.15 0.71 -0.1932
N 1.106 0.281 0.849 -1.78 2.08 -1.38 -0.1553
O -1.096 1.418 1.809 -0.58 1.59 -0.04 -0.3823
O -0.993 -1.138 1.662 -0.11 -1.29 0.20 -0.3944
P -0.591 0.191 1.219 1.84 -0.49 -1.93 0.3276
H 0.063 -0.608 -2.917 -0.62 0.30 0.41 -0.0156
H 1.417 -0.683 0.780 0.19 0.30 -0.88 0.0023
H 1.174 0.924 -0.069 0.16 -2.59 2.43 0.0682
```
Positions in Å, forces in eV/Å.

Computed properties:
Frontier orbital gap (spin up / spin down) = 6.774 / 6.772 eV
HOMO energy (spin up / spin down) = -2.41 / -2.41 eV
Net charge = -1
Energy above the lowest of the compared OMol25 structures with the same formula, charge and spin = 59.7 kcal per mole


Molecular formula: H3N3OS
Method: DFT, ωB97M-V with the def2-TZVPD basis set

The geometry in XYZ format:
```
8
Properties=species:S:1:pos:R:3:forces:R:3:lowdin_charge:R:1
N -4.404 -1.368 -0.627 -0.63 8.88 4.97 0.2394
N -4.480 -0.310 -0.059 0.11 -2.21 -2.36 -0.1674
O -4.575 0.981 0.479 0.54 -6.69 -2.62 -0.0716
N 0.956 -0.081 -0.692 -1.69 -1.39 0.43 -0.3502
S -0.784 -0.264 0.065 2.62 1.10 -1.33 0.5249
H 1.191 -1.013 -1.106 -0.12 1.09 0.77 0.0075
H 1.548 0.127 0.111 0.04 -0.47 -0.23 -0.0154
H -0.853 1.029 -0.320 -0.87 -0.32 0.36 -0.1672
```
Positions in Å, forces in eV/Å.

Computed properties:
SMILES = N#[N+][O-].NS
Frontier orbital gap = 9.387 eV
HOMO energy = -9.38 eV
Net charge = 0
Energy above the lowest of the compared OMol25 structures with the same formula, charge and spin = 99.0 kcal per mole


Molecular formula: H3NO2S
Method: DFT, ωB97M-V with the def2-TZVPD basis set

The geometry in XYZ format:
```
7
Properties=species:S:1:pos:R:3:forces:R:3:lowdin_charge:R:1
N 1.068 -0.297 0.128 -0.23 -0.25 -1.37 -0.2317
O -2.025 -0.429 0.564 -0.30 -1.89 0.54 -0.3638
O -1.432 0.874 0.379 0.04 2.27 0.81 -0.4909
S -0.470 0.192 -0.547 2.41 0.70 -1.41 0.9778
H 1.338 -0.970 -0.599 0.12 0.09 0.31 0.0380
H 1.258 -0.757 0.993 -0.89 -0.16 0.94 0.0448
H 0.263 1.386 -0.918 -1.14 -0.76 0.19 0.0258
```
Positions in Å, forces in eV/Å.

Computed properties:
Frontier orbital gap = 9.715 eV
HOMO energy = -9.31 eV
Net charge = 0
Energy above the lowest of the compared OMol25 structures with the same formula, charge and spin = 140.1 kcal per mole


Molecular formula: H3NO2S
Method: DFT, ωB97M-V with the def2-TZVPD basis set

The geometry in XYZ format:
```
7
Properties=species:S:1:pos:R:3:forces:R:3:lowdin_charge:R:1
N -0.157 -0.476 0.645 1.78 -0.62 -0.51 0.0495
O 0.453 0.509 -2.152 -1.93 3.56 -3.56 -0.3493
O -0.161 1.619 -0.092 -1.22 1.23 -1.39 -0.5855
S -0.698 1.526 -1.498 2.12 -0.94 1.44 0.9506
H -0.295 -0.458 1.652 -0.05 0.23 0.30 -0.0135
H 0.883 -0.261 0.529 -1.54 -0.43 0.57 0.0185
H 0.636 -0.064 -1.484 0.84 -3.03 3.16 -0.0702
```
Positions in Å, forces in eV/Å.

Computed properties:
Frontier orbital gap (spin up / spin down) = 8.993 / 8.722 eV
HOMO energy (spin up / spin down) = -10.11 / -9.07 eV
Net charge = 0
Energy above the lowest of the compared OMol25 structures with the same formula, charge and spin = 81.1 kcal per mole


Molecular formula: H3NO3P2
Method: DFT, ωB97M-V with the def2-TZVPD basis set

The geometry in XYZ format:
```
9
Properties=species:S:1:pos:R:3:forces:R:3:lowdin_charge:R:1
O 0.915 1.541 -0.834 -0.03 0.39 0.06 -0.5146
P 1.300 0.359 0.015 1.26 -1.96 1.29 0.0496
O 1.961 0.562 1.399 -0.33 0.19 -1.35 -0.5451
O 1.873 -0.837 -0.817 -1.22 1.43 1.28 -0.5446
N -0.439 -0.110 0.738 1.60 -0.39 -1.30 -0.5072
P -1.709 0.013 -0.235 -2.06 -1.07 -1.15 0.4517
H -0.699 -0.162 1.678 0.48 0.18 1.69 -0.0532
H -0.915 0.134 -1.385 -0.45 -0.12 -0.57 -0.1476
H -2.286 -1.499 -0.561 0.75 1.34 0.06 -0.1890
```
Positions in Å, forces in eV/Å.

Computed properties:
SMILES = O=P([O-])([O-])NP
Frontier orbital gap = 7.144 eV
HOMO energy = 0.45 eV
Net charge = -2
Energy above the lowest of the compared OMol25 structures with the same formula, charge and spin = 7.5 kcal per mole


Molecular formula: H3NO3PS
Method: DFT, ωB97M-V with the def2-TZVPD basis set

The geometry in XYZ format:
```
9
Properties=species:S:1:pos:R:3:forces:R:3:lowdin_charge:R:1
N 1.162 2.179 0.531 0.12 0.32 -0.35 -0.3756
O -2.117 -1.067 -1.335 0.24 0.28 0.22 -0.5275
O -2.192 -1.596 1.039 0.24 0.38 -0.11 -0.5092
O -0.748 0.507 0.381 0.16 -0.15 -0.09 -0.7396
P -0.007 1.667 -0.369 0.00 -0.33 0.52 0.5625
S -2.338 -0.565 0.019 -0.73 -0.46 -0.23 0.6472
H 2.829 -1.597 -0.809 -1.00 0.56 -0.11 0.0057
H 1.261 1.691 1.418 -0.02 -0.04 0.03 -0.0679
H 2.151 -1.220 -0.875 0.99 -0.56 0.12 0.0044
```
Positions in Å, forces in eV/Å.

Computed properties:
Frontier orbital gap = 8.960 eV
HOMO energy = -5.08 eV
Net charge = -1
Energy above the lowest of the compared OMol25 structures with the same formula, charge and spin = 8.3 kcal per mole


Molecular formula: H3NO3Si
Method: DFT, ωB97M-V with the def2-TZVPD basis set

The geometry in XYZ format:
```
8
Properties=species:S:1:pos:R:3:forces:R:3:lowdin_charge:R:1
O -0.937 -0.466 0.131 0.24 -0.11 -0.11 -0.4653
Si -2.280 0.102 -0.289 -0.70 -1.79 -1.09 0.6553
H -2.788 1.222 0.434 -0.57 0.84 0.17 -0.0883
H -3.279 -0.619 -1.335 1.23 1.03 1.19 -0.0383
O 3.625 0.605 -0.305 -2.58 -1.07 0.76 0.0087
N 2.451 0.511 -0.094 0.87 0.30 0.00 -0.1003
O 2.088 -0.678 0.576 0.09 0.02 0.44 -0.0584
H 1.118 -0.677 0.882 1.43 0.79 -1.36 0.0867
```
Positions in Å, forces in eV/Å.

Computed properties:
SMILES = O=[SiH2].O=NO
Frontier orbital gap = 8.990 eV
HOMO energy = -9.92 eV
Net charge = 0
Energy above the lowest of the compared OMol25 structures with the same formula, charge and spin = 45.6 kcal per mole


no.,DFT total energy (Ha)
1,-452.50347
2,-241.19077
3,-316.35315
4,-657.94341
5,-639.33820
6,-604.98954
7,-605.08368
8,-965.01759
9,-1021.87505
10,-571.64129